[1]
This record from the Open Molecules 2025 dataset describes a structure of composition C19H15BF4IrN3O2S at a distorted geometry. The level of theory is ωB97M-V with the def2-TZVPD basis set.

Positions of all 46 atoms, in Å:
Ir 0.00568 -0.35534 0.27284
O -0.58128 0.93918 1.63444
C -0.30425 2.19332 1.69156
C -0.30497 2.81823 2.96438
C -0.04064 4.14415 3.08214
C 0.23443 4.96219 1.93953
C 0.22734 4.40973 0.71153
C -0.03790 3.00518 0.53757
C -0.05302 2.49974 -0.73170
N -0.25248 1.19361 -1.03421
N -0.36630 0.92423 -2.31409
C -0.37440 -0.40255 -2.49215
O -0.29398 -1.18962 -1.48805
C -0.45334 -0.94325 -3.84910
C -0.25077 -2.31047 -4.04474
C -0.28307 -2.83214 -5.32482
C -0.52415 -1.99431 -6.40745
C -0.73313 -0.63514 -6.21372
C -0.69635 -0.10355 -4.93678
H -0.52759 2.20153 3.82406
H -0.03737 4.59784 4.06509
H 0.44575 6.01431 2.06746
H 0.42117 5.01019 -0.16848
H 0.09237 3.16862 -1.57389
H -0.05955 -2.94632 -3.19092
H -0.11962 -3.88995 -5.48165
H -0.55022 -2.40607 -7.40826
H -0.92516 0.00901 -7.06130
H -0.85767 0.95293 -4.77492
F 3.46964 -1.57315 1.73792
B 2.89956 -0.89141 0.69450
F 2.15388 0.24460 1.19176
F 3.72964 -0.52465 -0.31045
F 1.80147 -1.74497 0.14630
S -1.23771 -2.07391 1.26277
C -0.00751 -2.34891 2.49145
N 0.87720 -3.35300 2.30431
C 1.87585 -3.64895 3.15421
C 2.01231 -2.93751 4.31404
C 1.11871 -1.90007 4.56321
C 0.11244 -1.60708 3.66070
H 0.81729 -3.84710 1.42186
H 2.54543 -4.44249 2.85892
H 2.81550 -3.17080 4.99615
H 1.21521 -1.31538 5.46876
H -0.58458 -0.79877 3.82126

Forces on the atoms, in the same order (eV/Å):
-1.0 1.2 -2.5
0.0 -0.5 0.8
0.0 0.2 0.1
-0.2 -0.2 0.0
0.1 0.2 -0.2
0.0 0.0 0.3
0.0 -0.2 -0.2
0.2 0.2 0.3
-0.4 -0.3 -0.3
1.8 0.2 1.0
-0.7 -0.5 -0.5
0.2 0.8 -0.7
-0.2 -0.8 0.3
0.1 -0.2 0.1
0.0 0.0 0.0
0.0 0.0 0.0
0.0 -0.1 0.0
0.0 0.0 0.0
0.0 0.0 0.0
0.0 0.0 0.0
0.0 0.0 0.0
0.0 0.0 0.0
0.0 0.0 0.0
0.0 -0.1 -0.1
0.0 0.0 0.0
0.0 0.0 0.0
0.0 0.0 0.0
0.0 0.0 0.0
0.0 0.0 0.0
-0.1 0.0 -0.1
0.2 0.3 0.2
0.3 -0.1 0.2
-0.1 -0.1 0.1
-0.5 0.1 0.2
0.9 0.0 0.7
-0.4 -0.3 0.1
0.1 0.1 0.0
0.0 0.0 -0.1
0.0 0.0 0.1
0.0 0.0 0.0
0.0 0.1 0.0
0.0 0.0 0.0
0.0 0.0 0.0
0.0 0.0 0.0
0.0 0.0 0.0
0.0 0.0 0.0

Properties
- Charge: +1
- Orbital gap (spin up / spin down): 5.445 / 5.535 eV
- Spin multiplicity: 2

Results of the natural (NBO) charge analysis, in e, for atoms 1 through 2: 1.35, -0.60


[2]
This record from the Open Molecules 2025 dataset describes a structure of composition C19H15BrMoN2O4S4Sb at a distorted geometry. The level of theory is ωB97M-V with the def2-TZVPD basis set.

Positions of all 47 atoms, in Å:
Mo -1.46001 -1.80765 0.63233
C 0.09211 4.26363 -4.09359
C 0.25785 3.54529 -2.80891
C 0.89213 2.30521 -2.75190
C 0.87021 1.56047 -1.58398
C 0.33121 2.06859 -0.41307
C -0.27399 3.34136 -0.42359
C -0.32989 4.02918 -1.62370
S 0.19458 1.03582 0.97687
O 0.12393 1.83210 2.15852
O 1.09541 -0.10853 0.94539
N -1.26867 0.28920 0.63003
C -2.55757 0.59978 1.17367
C -3.24865 1.77107 1.31762
C -4.58615 1.59043 1.69016
C -5.20723 0.39531 1.87674
C -4.42637 -0.72408 1.76504
N -3.13671 -0.61757 1.42018
H -0.04316 3.58841 -4.96625
H 0.91990 4.90744 -4.32609
H -0.76566 4.91991 -4.06282
H 1.36376 1.89384 -3.64639
H 1.28224 0.59483 -1.59779
H -0.63327 3.83247 0.49194
H -0.83124 4.97840 -1.65437
H -2.86195 2.75677 1.10427
H -5.10709 2.53261 1.75932
H -6.24378 0.39616 2.16470
H -4.80876 -1.70865 1.89683
S -2.78247 -6.52627 3.13134
Sb -2.97358 -6.90362 1.10582
S -1.51190 -3.12096 -1.31717
S -3.10154 -3.36822 -0.05789
Br 4.63501 -2.78715 3.96326
C 4.21129 -2.61575 2.09252
C 5.35265 -2.73124 1.27501
C 5.29297 -2.68906 -0.12832
C 4.05129 -2.45225 -0.70868
C 2.91128 -2.21987 0.15130
C 2.97974 -2.35714 1.56198
C 1.83748 -1.85438 -0.65722
O 1.23151 -1.57379 -1.57218
O -0.30005 -2.45511 1.64025
H 6.31425 -2.95978 1.77696
H 6.17646 -2.82685 -0.70543
H 3.97390 -2.37290 -1.75382
H 2.06854 -2.24743 2.15106

Forces on the atoms, in the same order (eV/Å):
0.1 0.2 1.1
-0.4 -0.1 -1.0
-0.4 -0.6 0.7
-0.1 0.1 -0.1
0.0 0.9 0.0
0.0 0.7 -0.6
0.4 -0.1 0.3
0.4 -0.2 -0.3
-1.1 -0.3 0.1
-0.2 -0.2 -0.1
0.2 0.7 -0.5
-0.7 -0.4 0.8
1.4 -1.2 -0.6
-0.7 -0.5 0.2
1.0 2.4 -0.5
-0.2 -0.3 0.6
0.5 0.0 -0.4
0.5 0.5 -0.2
0.1 0.3 0.7
0.7 0.2 0.0
-0.3 0.1 0.1
-0.2 0.1 0.2
0.5 -0.8 0.1
0.1 -0.5 -0.4
-0.1 0.3 0.0
0.2 -0.2 0.1
-0.6 -0.1 0.2
-0.1 -0.4 0.0
-0.2 -0.6 0.1
0.2 0.3 2.0
-0.2 0.2 -2.1
0.3 0.4 -0.1
-0.4 -0.8 0.2
-0.8 0.1 -0.8
1.4 -0.1 0.6
0.5 -0.6 -0.3
-1.4 0.2 1.3
0.1 0.3 1.9
1.1 -0.7 -0.5
-0.9 0.3 -0.3
0.3 0.4 -0.4
0.1 -0.5 0.8
-0.8 0.1 -0.5
-0.7 0.3 -0.5
0.4 -0.1 -0.4
-0.3 0.1 -1.2
0.4 0.1 -0.1

Properties
- Charge: +2
- Orbital gap (spin up / spin down): 5.076 / 5.262 eV
- Spin multiplicity: 2

Results of the natural (NBO) charge analysis, in e, for atoms 1 through 2: 1.31, -0.65


Asked for energy relative to the best compared isomer or geometry (same formula, charge and spin) across the records above, the calculation gives 40.84, 14.97 kcal/mol in order.